{
  "formula": "C30H26BrN10O5S5Ta",
  "method": "wB97M-V/def2-TZVPD",
  "symbols": ["Ta", "O", "N", "O", "C", "C", "C", "C", "C", "C", "N", "C", "C", "N", "C", "C", "C", "C", "H", "H", "H", "H", "H", "H", "H", "C", "N", "C", "C", "N", "N", "C", "N", "N", "H", "H", "H", "H", "H", "H", "H", "H", "H", "H", "H", "O", "C", "S", "C", "C", "S", "S", "S", "Br", "C", "C", "C", "C", "C", "C", "C", "O", "O", "H", "H", "H", "H", "S", "C", "N", "C", "C", "C", "N", "H", "H", "H", "H"],
  "positions_angstrom": [[0.2611, -0.8251, 0.0417], [-4.2715, -1.7990, -6.0688], [-3.1179, -2.1338, -5.9090], [-2.5245, -2.9759, -6.5513], [-2.3707, -1.4181, -4.8521], [-2.7389, -0.1376, -4.6311], [-2.0899, 0.6439, -3.6343], [-2.3838, 2.0017, -3.4044], [-1.7042, 2.6788, -2.4262], [-0.7877, 1.9818, -1.6302], [-0.5128, 0.7047, -1.8200], [-1.1097, 0.0457, -2.8370], [-0.7055, -1.3057, -3.0824], [0.2625, -1.8099, -2.2854], [0.6899, -3.0393, -2.5063], [0.1687, -3.8474, -3.5164], [-0.8459, -3.3698, -4.3068], [-1.3090, -2.0503, -4.1115], [-3.5273, 0.3035, -5.2258], [-3.1338, 2.4936, -4.0112], [-1.8905, 3.7223, -2.2251], [-0.2572, 2.4819, -0.8267], [1.4808, -3.3982, -1.8594], [0.5523, -4.8479, -3.6531], [-1.2727, -3.9902, -5.0769], [3.1734, 2.0381, 3.9781], [2.0478, 1.1990, 3.5653], [1.0176, 0.9016, 4.5566], [1.8823, 0.8050, 2.3059], [0.7756, 0.2814, 1.8492], [2.9730, 0.9216, 1.4691], [2.9426, 1.0163, 0.1027], [4.0225, 1.5660, -0.4573], [1.9389, 0.5505, -0.5889], [2.9149, 2.5272, 4.9117], [3.3554, 2.8248, 3.2448], [4.0801, 1.4508, 4.1464], [1.4582, 0.9655, 5.5465], [0.6381, -0.1115, 4.4242], [0.1910, 1.6146, 4.4969], [-0.0051, 0.3831, 2.4869], [3.8292, 1.2109, 1.9128], [4.7517, 1.9891, 0.0898], [4.0990, 1.6393, -1.4566], [2.0306, 0.7461, -1.5775], [2.6369, -7.0986, 2.3098], [2.2696, -6.0110, 2.0111], [0.6368, -5.3740, 2.3644], [0.8750, -3.8243, 1.5961], [2.0800, -3.5769, 1.0478], [2.4227, -2.0976, 0.2154], [3.3007, -4.8166, 1.1562], [-0.4473, -2.7179, 1.4875], [-3.7957, 2.3054, 0.6659], [-4.5706, 0.7186, -0.0187], [-5.9148, 0.7846, -0.3462], [-6.5578, -0.3290, -0.8622], [-5.8672, -1.5174, -1.0400], [-4.5282, -1.5881, -0.7161], [-3.8490, -0.4744, -0.2123], [-2.3951, -0.6403, 0.0074], [-1.7095, 0.0461, 0.8244], [-1.7689, -1.5068, -0.6730], [-6.4592, 1.7044, -0.1851], [-7.6074, -0.2705, -1.1169], [-6.3750, -2.3877, -1.4320], [-3.9797, -2.5137, -0.8322], [1.6785, 3.8512, 1.0931], [0.9540, 5.1716, 0.3787], [0.8698, 6.3534, 1.0824], [0.2838, 7.4607, 0.5867], [-0.2298, 7.4373, -0.6728], [-0.0956, 6.2275, -1.3766], [0.4540, 5.1424, -0.8785], [1.2719, 6.3550, 2.0090], [0.2526, 8.3350, 1.2216], [-0.7119, 8.2996, -1.1043], [-0.4512, 6.1557, -2.3999]],
  "mulliken_charge": [1.440, -0.560, 0.959, -0.578, 0.180, -0.821, 1.200, -1.025, -0.857, -0.122, 0.505, -0.629, 0.420, -0.083, -0.001, -1.158, -0.789, 0.684, 0.574, 0.506, 0.515, 0.023, 0.389, 0.481, 0.559, -1.224, 0.319, -1.296, 0.284, -0.387, 0.124, 0.151, -0.285, -0.231, 0.391, 0.411, 0.367, 0.425, 0.452, 0.379, 0.185, 0.305, 0.166, 0.218, -0.011, -0.475, 0.575, -0.101, 0.343, 0.117, -0.389, -0.099, -0.255, -0.132, 0.169, -0.671, -0.525, -0.844, -0.392, 0.052, 1.073, -0.577, -0.502, 0.457, 0.438, 0.441, 0.522, -0.344, 0.060, 0.007, 0.018, -0.890, 0.212, -0.383, 0.247, 0.428, 0.397, 0.466],
  "e_lumo_ev": -6.3,
  "de_lowest_kcal_mol": 25.9,
  "spin_multiplicity": 1,
  "total_charge": 2,
  "homo_ev": -12.15,
  "homo_lumo_gap_ev": 5.87
}